The following is a quantum chemistry calculation of a 2-piece molecular cluster, C12H12 overall, from the Open Molecules 2025 dataset.

Geometry as XYZ:
```
24
C12H12, DFT ωB97M-V/def2-TZVPD
C -1.085 -2.579 0.720
C -0.679 -2.166 1.963
C 0.560 -1.735 2.266
C 1.585 -1.890 1.290
C 1.296 -2.390 0.040
C -0.071 -2.748 -0.213
H -2.071 -2.855 0.415
H -1.438 -1.753 2.673
H 0.811 -1.430 3.266
H 2.593 -1.585 1.610
H 2.122 -2.458 -0.728
H -0.315 -3.248 -1.174
C -0.096 2.139 -2.377
C 0.084 0.985 -1.613
C -0.076 1.140 -0.183
C -0.376 2.359 0.343
C -0.714 3.429 -0.434
C -0.499 3.403 -1.834
H 0.175 2.130 -3.438
H 0.196 0.032 -2.061
H 0.078 0.351 0.487
H -0.331 2.400 1.395
H -0.840 4.379 0.177
H -0.563 4.346 -2.438
```

Values from the calculation:
- Relative energy (zero: lowest compared OMol25 entry of this formula, charge and spin): 1.520 eV
- Molecular weight: 156.23 g mol⁻¹
- SMILES: c1ccccc1.c1ccccc1
- Maximum force: 4.39 eV/Å
- E_HOMO: -9.04 eV
- Frontier orbital gap: 10.012 eV
- E: -464.416190 Eh

---

The following is a quantum chemistry calculation of a 2-piece molecular cluster, C12H12F3OS2 overall, from the Open Molecules 2025 dataset.

Geometry as XYZ:
```
30
C12H12F3OS2, DFT ωB97M-V/def2-TZVPD
C 1.781 3.361 1.798
C 1.599 1.850 1.897
C 0.912 1.341 0.629
O 1.542 0.908 -0.327
C -0.536 1.811 0.503
C -0.543 3.318 0.264
S 0.245 4.292 1.572
H 2.211 3.753 2.731
H 2.456 3.619 0.970
H 2.580 1.366 1.956
H 1.028 1.612 2.805
H -0.980 1.308 -0.363
H -1.130 1.565 1.395
H -0.040 3.560 -0.684
H -1.575 3.692 0.213
F -3.235 -1.472 -2.110
C -2.415 -2.541 -2.332
F -3.157 -3.673 -2.107
F -2.096 -2.532 -3.663
C -1.189 -2.516 -1.448
C -0.084 -3.289 -1.799
C 1.050 -3.279 -0.975
C 1.093 -2.488 0.159
C -0.036 -1.705 0.517
S 0.009 -0.733 1.873
C -1.203 -1.760 -0.291
H -0.110 -3.890 -2.705
H 1.910 -3.891 -1.244
H 1.984 -2.409 0.777
H -2.071 -1.176 -0.010
```

Values from the calculation:
- Molecular weight: 293.35 g mol⁻¹
- Maximum force: 2.07 eV/Å
- E_HOMO: -3.42 eV
- Frontier orbital gap: 6.272 eV
- Net charge: -1
- E: -1635.764980 Eh

---

The following is a quantum chemistry calculation of a 4-piece molecular cluster, C12H12F4O12 overall, from the Open Molecules 2025 dataset.

Geometry as XYZ:
```
40
C12H12F4O12, DFT ωB97M-V/def2-TZVPD
O -0.921 -10.477 4.037
C -1.683 -9.587 4.177
O -2.809 -9.646 4.925
C -3.497 -8.397 4.837
C -2.450 -7.476 4.223
F -1.744 -6.827 5.222
O -1.573 -8.353 3.601
H -4.333 -8.518 4.148
H -3.824 -8.075 5.821
H -2.832 -6.708 3.559
O -6.115 -7.893 7.428
C -6.208 -8.876 8.079
O -6.342 -10.128 7.603
C -6.674 -10.992 8.705
C -6.061 -10.240 9.864
F -4.723 -10.546 9.976
O -6.177 -8.912 9.451
H -7.764 -11.008 8.798
H -6.322 -11.993 8.486
H -6.531 -10.364 10.834
O 0.082 -6.867 9.373
C -0.542 -7.837 9.106
O -0.866 -8.253 7.869
C -1.613 -9.457 7.944
C -1.428 -9.886 9.395
F -0.380 -10.767 9.493
O -1.053 -8.699 10.035
H -2.666 -9.358 7.678
H -1.170 -10.170 7.249
H -2.301 -10.325 9.866
O 4.065 -9.717 7.037
C 3.418 -8.835 6.592
O 3.893 -7.595 6.275
C 2.750 -6.750 6.222
C 1.725 -7.711 5.646
F 1.952 -7.922 4.317
O 2.075 -8.898 6.324
H 2.429 -6.446 7.220
H 2.916 -5.903 5.563
H 0.693 -7.431 5.839
```

Values from the calculation:
- Relative energy (zero: lowest compared OMol25 entry of this formula, charge and spin): 0.036 eV
- Molecular weight: 424.21 g mol⁻¹
- SMILES: O=C1OC[C@@H](F)O1.O=C1OC[C@@H](F)O1.O=C1OC[C@@H](F)O1.O=C1OC[C@@H](F)O1
- Maximum force: 0.98 eV/Å
- E_HOMO: -10.96 eV
- Frontier orbital gap: 11.109 eV
- E: -1766.886737 Eh

---

The following is a quantum chemistry calculation of one molecule with the formula C12H12N2O, from the Open Molecules 2025 dataset.

Geometry as XYZ:
```
27
C12H12N2O, DFT ωB97M-V/def2-TZVPD
C -2.332 -2.620 -0.124
C -0.927 -2.119 -0.271
C -0.688 -0.773 -0.240
N -1.625 0.277 0.015
C -0.839 1.280 0.182
C -1.178 2.592 0.542
C -0.276 3.542 0.954
O -0.674 4.652 1.558
C 1.049 3.186 0.831
C 1.551 2.001 0.158
C 0.520 1.057 -0.066
C 0.636 -0.240 -0.311
C 1.823 -1.086 -0.554
C 1.287 -2.403 -1.265
N 0.099 -2.990 -0.699
H -3.098 -1.879 -0.227
H -2.431 -3.076 0.881
H -2.434 -3.353 -0.946
H -2.216 2.785 0.738
H -0.738 4.455 2.486
H 1.732 3.901 1.149
H 2.699 1.944 0.013
H 2.724 -0.539 -0.977
H 2.040 -1.456 0.421
H 1.140 -2.101 -2.360
H 2.217 -3.037 -1.252
H -0.064 -3.998 -0.635
```

Values from the calculation:
- Relative energy (zero: lowest compared OMol25 entry of this formula, charge and spin): 2.236 eV
- Molecular weight: 200.24 g mol⁻¹
- SMILES: CC1=C2N=c3cc(O)ccc3=C2CCN1
- Maximum force: 4.79 eV/Å
- E_HOMO: -7.09 eV
- Frontier orbital gap: 6.713 eV
- E: -649.135165 Eh

---

The following is a quantum chemistry calculation of one molecule with the formula C12H12N2O2, from the Open Molecules 2025 dataset.

Geometry as XYZ:
```
28
C12H12N2O2, DFT ωB97M-V/def2-TZVPD
C -0.079 -1.865 -1.786
C 0.212 -0.536 -1.091
C -0.984 -0.093 -0.272
C -1.838 0.885 -0.759
C -2.941 1.278 -0.022
C -3.199 0.698 1.208
C -2.348 -0.276 1.700
C -1.246 -0.672 0.963
N 1.383 -0.623 -0.242
C 1.928 -1.712 0.325
N 2.935 -1.424 1.118
C 3.052 -0.086 1.085
C 2.093 0.454 0.245
C 1.865 1.838 -0.119
O 1.074 2.245 -0.941
O 2.669 2.672 0.564
H 0.805 -2.228 -2.307
H -0.410 -2.616 -1.073
H -0.874 -1.715 -2.512
H 0.420 0.230 -1.845
H -1.628 1.350 -1.710
H -3.599 2.043 -0.408
H -4.058 1.008 1.785
H -2.540 -0.730 2.662
H -0.581 -1.428 1.358
H 1.592 -2.712 0.142
H 3.804 0.430 1.645
H 2.495 3.585 0.287
```

Values from the calculation:
- Relative energy (zero: lowest compared OMol25 entry of this formula, charge and spin): 0.579 eV
- Molecular weight: 216.24 g mol⁻¹
- SMILES: C[C@@H](c1ccccc1)n1cncc1C(=O)O
- Maximum force: 0.74 eV/Å
- E_HOMO: -9.22 eV
- Frontier orbital gap: 9.962 eV
- E: -724.503895 Eh

---

The following is a quantum chemistry calculation of one molecule with the formula C12H12N2OS2, from the Open Molecules 2025 dataset.

Geometry as XYZ:
```
29
C12H12N2OS2, DFT ωB97M-V/def2-TZVPD
O 2.766 0.656 -0.003
C 1.612 0.257 -0.098
C 0.677 0.854 0.589
N -0.632 0.439 0.574
C -1.580 1.413 1.293
C -2.811 1.188 1.585
C -3.376 2.278 2.218
C -2.620 3.052 2.942
C -1.341 3.252 2.722
C -0.643 2.214 1.981
S 0.809 2.266 1.227
N 1.311 -0.904 -0.829
C 0.181 -1.572 -1.054
C 0.468 -2.933 -1.449
S 1.062 -3.346 -3.122
C 2.173 -1.920 -3.147
C 2.615 -1.476 -1.610
H -3.297 0.410 1.101
H -4.611 2.199 2.480
H -2.939 4.093 3.550
H -0.717 4.172 3.184
H -0.383 -1.091 -1.995
H -0.324 -1.619 -0.099
H 1.085 -3.630 -0.594
H -0.435 -3.711 -1.300
H 3.196 -2.050 -3.675
H 1.593 -1.161 -3.511
H 3.207 -0.885 -1.702
H 2.951 -2.446 -1.255
```

Values from the calculation:
- Relative energy (zero: lowest compared OMol25 entry of this formula, charge and spin): 8.270 eV
- Molecular weight: 264.37 g mol⁻¹
- SMILES: O=C(c1nc2ccccc2s1)N1CCSCC1
- Maximum force: 19.81 eV/Å
- E_HOMO: -8.60 eV
- Frontier orbital gap: 8.166 eV
- E: -1445.271720 Eh

---

The following is a quantum chemistry calculation of C12H12N2PtS2Se2 as an isolated structure, from the Open Molecules 2025 dataset.

Geometry as XYZ:
```
31
C12H12N2PtS2Se2, DFT ωB97M-V/def2-TZVPD
Pt 0.301 -0.277 0.908
S 1.680 0.838 -0.591
C 1.139 0.313 -2.061
C 1.633 0.906 -3.262
C 1.212 0.451 -4.465
C 1.686 1.051 -5.671
N 2.066 1.535 -6.641
C 0.250 -0.656 -4.564
C -0.234 -1.257 -3.453
C 0.202 -0.826 -2.162
S -0.264 -1.666 -0.819
C -0.167 -1.084 -5.861
N -0.506 -1.430 -6.903
H 2.333 1.729 -3.197
H -0.940 -2.074 -3.527
C 0.345 -2.442 3.518
Se -1.056 -1.584 2.463
C -1.588 -0.199 3.740
C -0.432 0.687 4.125
Se 0.427 1.528 2.583
C -1.073 2.601 1.947
H -0.084 -2.660 4.493
H 1.224 -1.811 3.599
H 0.591 -3.370 3.010
H -2.000 -0.723 4.603
H -2.401 0.344 3.260
H 0.362 0.142 4.634
H -0.745 1.503 4.777
H -1.398 3.215 2.783
H -1.878 1.977 1.575
H -0.687 3.239 1.156
```

Values from the calculation:
- Relative energy (zero: lowest compared OMol25 entry of this formula, charge and spin): 0.000 eV
- Molecular weight: 601.37 g mol⁻¹
- Maximum force: 0.29 eV/Å
- E_HOMO: -16.12 eV
- Frontier orbital gap: 5.525 eV
- Net charge: +2
- E: -6291.911444 Eh

---

> frontier orbital gap of number 5 (C12H12N2O2)?

9.962 eV

---

> Which of these has the lowest molecular weight?

C12H12